The following is a DFT calculation (ωB97M-V/def2-TZVPD) of a 2-piece molecular cluster, C22H20N2O2 overall.

Structure (XYZ):
```
46
Properties=species:S:1:pos:R:3:forces:R:3
N 1.340010 -3.033604 -0.521395 -0.03 0.76 -0.08
C 0.248038 -3.848353 -0.519192 0.28 1.39 0.00
O -0.915896 -3.500280 -0.567340 -1.01 0.32 -0.09
C 0.676347 -5.242320 -0.444621 0.72 -1.79 0.10
C 2.004466 -5.240171 -0.414603 -0.72 -1.83 0.09
C 2.432090 -3.845864 -0.473171 -0.21 1.38 -0.04
O 3.595120 -3.491815 -0.474416 0.95 0.28 0.03
H 0.014014 -6.095294 -0.415327 -0.09 0.06 -0.01
H 2.665878 -6.091269 -0.348775 0.11 0.05 -0.03
C 0.816883 -0.072048 -3.404015 -0.01 0.02 -0.18
C -0.187770 0.532673 -2.499874 -1.11 0.03 -0.49
N -1.438291 0.928753 -2.893575 1.18 -0.35 0.28
C -1.977343 0.833047 -4.247784 0.30 -0.08 0.04
C -2.149303 1.428675 -1.786020 0.15 0.08 1.08
C -1.308798 1.325926 -0.665105 -0.49 0.45 0.08
C -1.790987 1.681410 0.597060 0.14 -0.25 -0.39
C -3.063510 2.180368 0.711491 -0.26 0.06 -0.08
C -3.882776 2.326117 -0.408738 0.16 0.11 0.24
C -3.442922 1.943325 -1.654405 0.45 -0.29 -0.77
C -0.044961 0.777898 -1.114742 1.25 -0.12 1.53
C 1.062634 0.413378 -0.317315 -1.45 -0.10 -1.12
C 1.266876 0.730077 1.071229 0.13 0.30 0.78
C 1.007970 2.004859 1.617129 0.06 -0.44 -0.41
C 1.131671 2.234027 2.965796 0.03 0.01 -0.04
C 1.497004 1.214099 3.840178 -0.04 -0.28 -0.24
C 1.524638 1.451365 5.309586 0.14 -0.07 0.37
C 1.806958 -0.033306 3.305787 -0.04 0.33 0.27
C 1.730408 -0.266446 1.955554 -0.11 0.04 -0.90
H 1.733013 -0.329214 -2.872432 -0.21 -0.01 0.04
H 0.427465 -0.983336 -3.859417 -0.06 -0.04 0.03
H 1.083264 0.613812 -4.209172 -0.05 0.07 -0.07
H -2.998304 1.207898 -4.279472 0.13 -0.01 0.17
H -1.365170 1.423659 -4.927622 -0.02 0.01 -0.04
H -1.977041 -0.204539 -4.579868 0.00 0.00 0.04
H -1.177139 1.549984 1.467193 -0.06 0.00 0.14
H -3.427248 2.466987 1.683165 -0.13 0.04 0.16
H -4.863889 2.759058 -0.291883 -0.13 -0.04 -0.06
H -4.081191 2.047906 -2.513089 -0.21 0.01 -0.18
H 1.764035 -0.280762 -0.750884 0.23 -0.27 -0.14
H 0.696368 2.797831 0.958604 -0.03 0.20 -0.10
H 0.911742 3.210118 3.360893 -0.02 0.28 0.08
H 1.863776 0.566905 5.850007 -0.01 0.04 -0.04
H 2.196213 2.273215 5.557630 -0.03 0.07 0.04
H 0.529992 1.704081 5.679650 0.00 0.06 0.00
H 2.105824 -0.828722 3.965381 0.08 -0.20 0.12
H 1.959830 -1.240107 1.557939 0.04 -0.31 -0.19
```
Forces are in eV/Å.

Calculated values
Energy relative to the best compared isomer or geometry (same formula, charge and spin), kJ/mol: 392.0
M, g mol⁻¹: 344.41
Electronic energy, Ha: -1110.271250
Total charge: 0
Largest force on an atom, eV Å⁻¹: 1.98

=====

The following is a DFT calculation (ωB97M-V/def2-TZVPD) of the molecule C22H20N2O2S.

Structure (XYZ):
```
47
Properties=species:S:1:pos:R:3:forces:R:3
C -2.132463 2.123998 0.651734 -0.02 0.51 -0.51
C -0.783139 1.450445 0.487571 0.26 0.30 0.21
N -0.916878 -0.008021 0.478680 -1.43 -0.84 1.64
C -1.905498 -0.574858 1.186226 1.07 1.32 -1.30
N -2.857644 0.135209 1.794288 -0.21 -0.16 0.10
C -2.898696 1.577481 1.815780 0.05 0.08 0.73
C -3.873138 -0.589955 2.536999 0.61 0.12 0.25
C -3.695630 -2.041596 2.123499 -0.71 -0.99 0.26
S -2.105412 -2.286261 1.283534 0.08 0.24 0.26
H -1.969196 3.185873 0.836801 0.05 0.03 -0.18
H -2.719450 2.039080 -0.268758 0.10 -0.10 0.09
H -0.315092 1.767687 -0.451629 -0.07 -0.32 0.22
H -0.111884 1.756296 1.308794 -0.16 -0.19 -0.24
H -2.475871 1.932934 2.770789 -0.07 -0.06 -0.20
H -3.953906 1.868064 1.812101 0.14 0.08 -0.14
H -3.716279 -0.450515 3.620333 0.01 -0.04 -0.28
H -4.855439 -0.163162 2.295982 0.15 -0.34 -0.06
H -3.685252 -2.713693 2.995564 -0.29 0.23 -0.43
H -4.472591 -2.334015 1.410957 0.07 -0.10 0.30
C 3.027142 2.387571 -4.441495 -0.61 -0.36 -0.32
C 3.174298 1.860033 -3.151775 -0.12 -0.28 -0.20
C 2.221052 0.959469 -2.688122 -0.07 0.96 -0.73
C 1.093147 0.627014 -3.448474 0.43 0.92 -0.55
C 0.927788 1.160629 -4.723790 0.16 -0.21 0.15
C 1.910607 2.028384 -5.227979 0.45 0.00 0.45
C 0.115192 -0.106052 -2.578967 0.63 -0.66 1.51
O -0.992327 -0.533012 -2.914115 0.36 0.26 0.12
C 0.765200 -0.185311 -1.255558 0.39 0.11 -1.01
C 0.121624 -0.898609 -0.124008 0.85 -0.39 -1.01
C 1.090645 -1.469406 0.919210 -0.12 0.12 -0.45
C 1.712439 -0.569707 1.768861 0.37 -0.02 1.06
C 2.451224 -1.025136 2.864956 0.11 -0.25 -0.25
C 2.714757 -2.389745 3.018944 -0.25 -0.03 -0.06
C 2.229462 -3.278342 2.056506 -0.18 -0.04 -0.40
C 1.408841 -2.836279 1.006467 -0.07 0.59 0.40
C 2.057247 0.482740 -1.284306 -0.98 -0.69 0.36
O 2.870550 0.722737 -0.388663 -0.08 0.02 -0.27
H 3.768624 3.082155 -4.840049 -0.23 -0.19 0.11
H 4.007401 2.151946 -2.514659 -0.18 -0.10 -0.08
H 0.044287 0.899194 -5.306802 0.19 0.14 0.12
H 1.808751 2.440667 -6.232000 0.00 -0.08 0.25
H -0.431285 -1.737325 -0.573943 -0.15 0.17 0.09
H 1.703350 0.499672 1.566659 -0.37 -0.32 0.15
H 2.849849 -0.301244 3.570318 0.06 -0.13 -0.11
H 3.287356 -2.775375 3.874338 -0.23 0.29 -0.47
H 2.480178 -4.337422 2.104323 -0.05 0.22 0.09
H 1.026060 -3.534239 0.254877 0.05 0.19 0.34
```
Forces are in eV/Å.

Calculated values
Energy relative to the best compared isomer or geometry (same formula, charge and spin), kJ/mol: 219.5
M, g mol⁻¹: 376.48
Electronic energy, Ha: -1508.500161
Total charge: 0
Largest force on an atom, eV Å⁻¹: 2.33

=====

The following is a DFT calculation (ωB97M-V/def2-TZVPD) of C22H20N3O6RbS4Te as an isolated structure.

Structure (XYZ):
```
57
Properties=species:S:1:pos:R:3:forces:R:3
Rb 0.398943 0.940987 -0.089755 -1.04 -0.57 0.52
C -1.919688 0.348772 6.287458 0.03 0.00 0.03
S -2.784432 1.207346 4.966963 -0.05 -0.05 0.00
C -2.347133 0.250600 3.504660 0.00 0.20 0.06
S -1.270796 -1.043857 3.582650 0.06 -0.08 -0.01
N -3.011557 0.740559 2.490384 0.13 -0.16 -0.13
N -2.624062 0.243074 1.273679 -0.23 0.08 0.19
C -3.587100 0.053374 0.460502 0.07 -0.01 -0.07
C -3.350044 -0.441006 -0.899724 0.01 -0.04 -0.03
C -4.442827 -0.711840 -1.729165 0.01 0.00 0.00
C -4.223488 -1.198600 -3.004158 0.00 0.00 -0.01
C -2.919824 -1.406728 -3.425843 0.04 -0.01 0.01
C -1.895833 -1.109927 -2.535069 0.00 -0.02 -0.01
N -2.092653 -0.643466 -1.310389 0.06 0.07 -0.06
H -2.172750 0.886317 7.203893 -0.01 0.00 0.00
H -0.843823 0.366537 6.131603 -0.01 0.01 -0.01
H -2.240740 -0.688211 6.362775 -0.02 0.01 -0.02
H -4.623253 0.221932 0.761348 0.01 0.03 0.03
H -5.445835 -0.537284 -1.360642 0.00 0.01 0.00
H -5.057706 -1.411271 -3.662456 0.00 0.00 0.00
H -2.689496 -1.779617 -4.414719 -0.02 0.00 0.00
H -0.858680 -1.254344 -2.823620 0.00 0.03 -0.01
O 2.400887 0.463580 -1.800779 0.25 0.05 -0.26
S 3.509535 0.760623 -0.902634 0.15 0.07 -0.23
O 4.712459 0.025050 -1.263017 0.01 0.00 0.15
O 3.120546 0.636881 0.501485 0.20 0.01 -0.05
C 3.993264 2.519270 -1.042322 -0.03 -0.04 0.07
C 5.366597 2.669367 -0.849622 0.10 0.03 -0.09
C 5.975024 3.910606 -0.772213 -0.01 -0.03 -0.02
C 5.199372 5.047940 -0.894171 -0.04 0.00 -0.02
C 3.834558 4.917259 -1.090450 0.06 0.06 -0.08
C 3.200194 3.677848 -1.164891 -0.10 -0.02 0.08
S 1.372119 3.843445 -1.271319 0.23 0.05 0.22
O 1.170716 5.235288 -1.636236 -0.04 -0.06 -0.13
O 0.892698 2.882309 -2.246695 0.01 0.05 -0.12
O 0.930297 3.534981 0.089400 0.20 0.33 -0.05
H 5.960640 1.771197 -0.763582 -0.02 -0.01 0.01
H 7.045615 3.976223 -0.615479 0.00 0.01 0.00
H 5.642266 6.035632 -0.834725 0.01 0.00 0.00
H 3.213548 5.795104 -1.191757 -0.01 -0.01 0.01
C 1.672806 -4.622400 -0.179275 -0.05 0.00 -0.12
Te 2.316716 -2.565644 -0.194668 -0.09 0.03 0.14
C 2.588067 -3.007940 -2.269231 0.04 0.01 -0.01
C 2.941198 -4.471024 -2.310245 0.03 -0.02 0.06
C 3.721608 -5.029646 -3.313585 -0.02 0.00 -0.03
C 4.075409 -6.373586 -3.274508 0.01 0.02 -0.02
C 3.640501 -7.171044 -2.228405 -0.01 -0.02 0.03
C 2.846523 -6.623434 -1.227123 -0.04 -0.02 -0.04
C 2.492021 -5.281457 -1.256977 0.06 0.06 0.00
H 0.610060 -4.654425 -0.425951 -0.01 -0.01 0.03
H 1.812032 -5.087877 0.794249 0.05 0.02 0.00
H 3.362634 -2.360354 -2.673302 0.02 -0.01 0.01
H 1.654848 -2.803592 -2.795919 0.00 0.01 0.00
H 4.075436 -4.398539 -4.120620 0.01 0.00 0.01
H 4.708135 -6.788798 -4.049916 -0.01 0.00 -0.01
H 3.930918 -8.213930 -2.179596 -0.01 0.00 -0.01
H 2.508931 -7.242263 -0.403200 0.01 0.00 0.01
```
Forces are in eV/Å.

Calculated values
Energy relative to the best compared isomer or geometry (same formula, charge and spin), kJ/mol: 64.1
M, g mol⁻¹: 763.75
Electronic energy, Ha: -3351.027650
Total charge: -2
Largest force on an atom, eV Å⁻¹: 1.30